C31H40BN6O2PdS2 | ωB97M-V with the def2-TZVPD basis set

```
! RIJCOSX wB97M-V def2-TZVPD def2/J DEFGRID3
* xyz -1 1
Pd -0.6769 -0.3630 0.0482
C -2.7156 -2.5117 2.9878
C -1.5956 -3.2270 2.3035
C -1.1626 -4.5563 2.4817
C -0.1145 -4.7093 1.5962
C 0.7236 -5.9220 1.3449
N 0.0521 -3.5275 0.9590
N -0.8636 -2.6281 1.3854
B 1.0985 -3.1982 -0.1312
N 2.0677 -2.1023 0.4470
N 1.7608 -1.4186 1.5714
C 2.8910 -0.9317 2.0597
C 2.9300 -0.2701 3.4010
C 3.9690 -1.2784 1.2250
C 3.4017 -2.0322 0.2192
C 4.0863 -2.6823 -0.9378
N 0.3099 -2.9045 -1.4481
N -0.9432 -2.3939 -1.3993
C -1.4875 -2.5508 -2.5901
C -2.9000 -2.1440 -2.8466
C -0.5779 -3.1894 -3.4520
C 0.5497 -3.4032 -2.6855
C 1.8372 -4.0218 -3.1274
H -3.1260 -3.1159 3.7973
H -3.5138 -2.2871 2.2771
H -2.3611 -1.5637 3.3967
H -1.5642 -5.2998 3.1529
H 0.3887 -6.7354 1.9880
H 1.7758 -5.7201 1.5534
H 0.6439 -6.2413 0.3040
H 1.7911 -4.1610 -0.3322
H 1.9128 -0.0720 3.7339
H 3.4907 0.6667 3.3880
H 3.4050 -0.9316 4.1304
H 5.0090 -1.0109 1.3355
H 5.1528 -2.7743 -0.7343
H 3.9541 -2.0927 -1.8484
H 3.6751 -3.6753 -1.1193
H -3.2282 -1.5035 -2.0290
H -3.5494 -3.0225 -2.8964
H -2.9881 -1.5956 -3.7854
H -0.7204 -3.4642 -4.4862
H 1.6550 -4.6564 -3.9945
H 2.2814 -4.6230 -2.3344
H 2.5589 -3.2528 -3.4146
O -1.2892 0.5028 -2.8453
S -1.5457 1.8861 -3.2675
C 0.1060 2.7198 -3.1576
C 0.1453 4.1844 -2.7347
C 0.2229 4.4128 -1.2137
C 1.6274 4.2961 -0.6194
S 1.9194 2.6913 0.2727
O 1.2696 1.6667 -0.5576
C 0.7944 3.0623 1.6538
C 1.0767 4.1385 2.4887
C 0.2895 4.3674 3.6040
C -0.7688 3.5183 3.8947
C -1.0253 2.4268 3.0780
C -0.2376 2.1835 1.9609
C -2.4019 2.7061 -1.8927
C -2.5775 2.0643 -0.6651
C -3.2820 2.7315 0.3299
C -3.8060 3.9971 0.1098
C -3.6693 4.5991 -1.1306
C -2.9809 3.9455 -2.1386
H 0.5108 2.5873 -4.1632
H 0.6430 2.0696 -2.4686
H -0.7397 4.6981 -3.1178
H 1.0074 4.6639 -3.2089
H -0.4342 3.6974 -0.7161
H -0.1678 5.4096 -0.9964
H 1.8272 5.0816 0.1095
H 2.4021 4.3392 -1.3880
H 1.9171 4.7916 2.2782
H 0.5081 5.2053 4.2549
H -1.3807 3.6947 4.7711
H -1.8265 1.7408 3.3240
H -0.4201 1.2631 1.3601
H -2.2071 1.0313 -0.4506
H -3.4296 2.2530 1.2890
H -4.3467 4.5063 0.8985
H -4.1099 5.5709 -1.3172
H -2.9039 4.3950 -3.1226
*
```

Output
ΔE to the lowest compared entry with this formula, charge and spin in eV: 1.731
HOMO level in eV: -2.751
M in g/mol: 710.07

=====

C5H12Si | ωB97M-V with the def2-TZVPD basis set

```
! RIJCOSX wB97M-V def2-TZVPD def2/J DEFGRID3
* xyz 0 1
C 0.1602 -0.1392 2.3427
C 0.7164 0.8534 1.7340
C 1.8471 0.6962 0.8715
C -1.5537 0.8355 -1.6944
C -0.6644 -1.8206 -1.2659
Si -1.7757 -0.5716 -0.3847
H -0.6213 -0.0733 3.0134
H 0.5225 -1.0983 2.0260
H 0.4220 1.8659 2.1165
H 1.8114 -0.1894 0.2428
H 2.8617 0.6640 1.2808
H 1.8651 1.4484 0.1241
H -0.5357 1.0332 -2.1437
H -2.2243 0.6054 -2.5415
H -1.8762 1.8616 -1.3927
H -1.0534 -2.4859 -2.0847
H 0.1160 -1.1438 -1.8141
H -0.0176 -2.3414 -0.4300
*
```

Output
ΔE to the lowest compared entry with this formula, charge and spin in eV: 2.714
HOMO level in eV: -7.835
M in g/mol: 100.24